Record 1
Density functional theory data (ωB97M-V/def2-TZVPD) for 3 unconnected molecules or ions with the total composition C30H43F9N3O6.

* HOMO energy: -10.78 eV
* net charge: +1
* multiplicity: 1
* gap between HOMO and LUMO: 5.0 eV
* energy relative to the best compared isomer or geometry (same formula, charge and spin): 0.00 kJ/mol

Each line ends with the Mulliken charge.
Geometry (Å):
C (-4.672, -0.457, 4.808)  -0.852
C (-4.258, 0.269, 3.643)  -0.344
C (-2.700, 0.617, 3.522)  0.038
N (-2.091, 0.306, 2.193)  0.561
C (-0.980, 1.252, 1.864)  -1.661
N (-1.315, 2.198, 0.944)  0.515
N (0.362, 1.142, 2.422)  1.195
C (0.653, 2.098, 3.483)  0.793
F (-0.092, 1.770, 4.676)  -0.307
F (2.026, 2.046, 3.901)  -0.276
C (0.356, 3.639, 3.185)  0.368
F (-1.043, 3.980, 3.224)  -0.284
F (0.896, 4.345, 4.318)  -0.280
C (1.098, 4.277, 1.917)  0.562
F (1.315, 3.413, 0.825)  -0.095
F (2.399, 4.677, 2.374)  -0.293
C (0.419, 5.616, 1.337)  0.488
F (-0.857, 5.391, 0.749)  -0.214
F (1.257, 6.030, 0.252)  -0.233
F (0.440, 6.668, 2.261)  -0.204
C (0.725, -0.277, 2.755)  -0.660
C (1.556, -0.844, 1.468)  0.217
C (3.118, -0.484, 1.508)  -0.619
C (3.566, 0.729, 0.563)  -0.387
C (3.181, 0.567, -0.973)  0.432
C (1.807, 0.904, -1.608)  0.284
C (1.442, 0.754, -3.104)  -0.506
C (2.556, 0.264, -4.061)  -0.463
C (3.965, -0.068, -3.494)  -0.511
C (4.291, 0.060, -1.966)  -0.705
O (-0.380, -1.124, 3.095)  -0.383
C (-1.446, -1.044, 2.130)  -0.103
C (-2.493, -2.265, 2.362)  -0.500
C (-3.702, -2.264, 1.319)  0.760
C (-3.256, -2.208, -0.221)  -1.199
O (-4.498, -3.493, 1.471)  -0.601
H (-4.075, -0.408, 5.792)  0.255
H (-5.569, -1.160, 4.803)  0.281
H (-5.066, 0.546, 2.893)  0.427
H (-2.176, 0.159, 4.424)  0.244
H (-2.619, 1.767, 3.660)  0.279
H (-2.034, 2.910, 1.181)  0.308
H (-0.856, 2.262, 0.018)  0.264
H (1.470, -0.373, 3.633)  0.517
H (0.994, -0.482, 0.543)  -0.230
H (1.463, -1.996, 1.484)  0.111
H (3.728, -1.435, 1.340)  0.421
H (3.353, -0.152, 2.593)  0.253
H (4.722, 0.762, 0.605)  0.460
H (3.222, 1.745, 0.967)  -0.076
H (1.001, 1.292, -0.878)  0.049
H (0.363, 1.024, -3.436)  0.360
H (2.299, 0.173, -5.166)  0.397
H (4.755, -0.400, -4.247)  0.314
H (5.348, -0.219, -1.638)  0.282
H (-1.097, -1.179, 1.033)  0.279
H (-1.874, -3.218, 2.143)  -0.326
H (-2.807, -2.340, 3.456)  0.318
H (-4.444, -1.406, 1.479)  -0.121
H (-3.040, -1.118, -0.548)  0.249
H (-2.318, -2.830, -0.449)  0.297
H (-4.080, -2.572, -0.947)  0.562
H (-4.360, -3.999, 0.633)  0.395
O (-1.338, -4.458, -0.186)  -0.568
C (-0.820, -5.389, 0.394)  0.774
O (-0.068, -5.165, 1.486)  -0.252
C (0.434, -6.199, 2.350)  -0.451
C (1.738, -6.763, 1.824)  -1.033
C (-0.930, -6.789, -0.143)  -1.298
H (-0.321, -6.971, 2.519)  0.390
H (0.612, -5.726, 3.318)  0.342
H (1.609, -7.234, 0.848)  0.281
H (2.143, -7.505, 2.515)  0.396
H (2.474, -5.965, 1.694)  0.289
H (-0.169, -6.937, -0.911)  0.293
H (-1.919, -6.911, -0.586)  0.335
H (-0.838, -7.560, 0.618)  0.404
O (-0.968, 2.332, -4.922)  -0.609
C (-0.449, 3.092, -5.710)  0.819
O (0.063, 2.622, -6.860)  -0.352
C (0.530, 3.450, -7.937)  -0.421
C (1.968, 3.874, -7.714)  -0.937
C (-0.283, 4.550, -5.380)  -1.026
H (-0.138, 4.299, -8.099)  0.372
H (0.473, 2.837, -8.839)  0.319
H (2.075, 4.479, -6.812)  0.271
H (2.334, 4.453, -8.564)  0.363
H (2.607, 2.997, -7.584)  0.277
H (0.615, 4.678, -4.773)  0.249
H (-1.154, 4.875, -4.810)  0.333
H (-0.231, 5.195, -6.253)  0.335

Record 2
Density functional theory data (ωB97M-V/def2-TZVPD) for a molecular structure, C30H43N3O10S5.

* HOMO energy: -8.07 eV
* multiplicity: 1
* gap between HOMO and LUMO: 7.3 eV

Each line ends with the Mulliken charge.
Geometry (Å):
C (-4.923, 0.946, -4.135)  -1.005
C (-3.624, 1.250, -3.315)  0.720
O (-3.743, 1.702, -2.193)  -0.508
O (-2.318, 1.044, -3.777)  -0.298
C (-2.094, -0.331, -4.139)  -0.465
C (-1.087, -1.070, -3.185)  0.236
C (-0.969, -0.772, -1.749)  -0.471
C (0.011, -1.589, -0.934)  0.488
C (0.228, -1.393, 0.615)  0.464
C (0.412, -0.018, 1.046)  -0.890
C (0.577, 0.282, 2.485)  -0.424
C (0.519, -0.950, 3.308)  -0.270
C (0.363, -2.245, 2.655)  -0.287
N (0.210, -2.573, 1.325)  -0.552
C (0.837, -2.617, -1.554)  -0.801
C (0.769, -2.971, -3.013)  0.724
N (1.502, -3.949, -3.644)  -0.705
S (0.922, -3.841, -5.230)  0.154
N (-0.217, -2.615, -5.116)  -0.671
C (-0.245, -2.152, -3.810)  0.346
H (-4.749, 0.861, -5.243)  0.338
H (-5.709, 1.718, -3.916)  0.321
H (-5.315, -0.050, -3.781)  0.318
H (-1.692, -0.402, -5.198)  0.337
H (-3.042, -0.956, -4.150)  0.234
H (-1.591, 0.032, -1.286)  0.627
H (0.428, 0.814, 0.297)  0.490
H (0.706, 1.293, 2.943)  0.586
H (0.600, -0.880, 4.440)  0.471
H (0.365, -3.140, 3.346)  0.290
H (1.555, -3.208, -0.916)  0.313
C (-0.922, -2.223, 8.759)  -0.529
C (-2.316, -2.319, 8.132)  -0.650
C (-2.130, -2.472, 6.620)  -0.640
S (-0.544, -3.271, 6.389)  1.140
O (0.345, -2.347, 5.724)  -0.602
O (-0.751, -4.614, 5.908)  -0.703
C (-0.103, -3.337, 8.119)  -0.812
H (-0.958, -2.326, 9.844)  0.348
H (-0.479, -1.251, 8.526)  0.288
H (-2.835, -3.196, 8.530)  0.295
H (-2.926, -1.445, 8.367)  0.323
H (-2.912, -3.089, 6.178)  0.386
H (-2.095, -1.503, 6.121)  0.352
H (0.971, -3.202, 8.233)  0.401
H (-0.401, -4.315, 8.501)  0.356
C (3.676, -5.055, -7.908)  -0.568
C (2.275, -5.101, -8.525)  -0.487
C (2.445, -5.198, -10.044)  -0.693
S (4.014, -6.017, -10.321)  1.141
O (4.913, -5.086, -10.957)  -0.647
O (3.776, -7.337, -10.852)  -0.664
C (4.468, -6.159, -8.600)  -0.737
H (3.648, -5.200, -6.827)  0.341
H (4.136, -4.083, -8.108)  0.309
H (1.744, -5.983, -8.156)  0.292
H (1.685, -4.225, -8.250)  0.268
H (1.648, -5.782, -10.502)  0.345
H (2.494, -4.211, -10.505)  0.373
H (5.546, -6.048, -8.490)  0.401
H (4.155, -7.145, -8.253)  0.356
C (-3.109, 6.464, -0.101)  -0.590
C (-4.133, 5.331, -0.217)  -0.703
C (-3.411, 4.023, 0.118)  -0.371
S (-2.077, 4.458, 1.232)  1.229
O (-0.821, 4.197, 0.572)  -0.635
O (-2.370, 3.952, 2.552)  -0.727
C (-2.371, 6.221, 1.210)  -0.746
H (-3.586, 7.445, -0.116)  0.358
H (-2.408, 6.415, -0.939)  0.296
H (-4.944, 5.499, 0.498)  0.296
H (-4.578, 5.290, -1.213)  0.318
H (-4.074, 3.312, 0.611)  0.376
H (-2.975, 3.568, -0.770)  0.155
H (-1.425, 6.756, 1.277)  0.379
H (-3.001, 6.464, 2.067)  0.367
C (3.439, 5.212, 5.347)  -0.585
C (2.518, 6.011, 4.420)  -0.606
C (2.601, 5.374, 3.030)  -0.448
S (2.999, 3.648, 3.294)  1.108
O (4.309, 3.390, 2.751)  -0.692
O (1.854, 2.838, 2.953)  -0.632
C (3.131, 3.745, 5.072)  -0.738
H (3.277, 5.466, 6.396)  0.343
H (4.484, 5.427, 5.105)  0.297
H (1.491, 5.955, 4.791)  0.284
H (2.796, 7.066, 4.386)  0.327
H (1.654, 5.448, 2.495)  0.130
H (3.400, 5.817, 2.434)  0.361
H (3.908, 3.069, 5.424)  0.407
H (2.165, 3.461, 5.494)  0.347

> Number 2 is which compound?

C30H43N3O10S5